{"formula": "C32H44N4NiP2Si", "method": "ωB97M-V/def2-TZVPD", "symbols": ["Ni", "C", "C", "C", "C", "C", "C", "C", "C", "C", "H", "H", "H", "H", "H", "H", "H", "H", "H", "H", "H", "H", "H", "H", "H", "P", "P", "N", "N", "N", "N", "C", "C", "C", "C", "C", "C", "C", "C", "C", "C", "C", "C", "C", "C", "C", "C", "C", "C", "H", "H", "H", "H", "H", "H", "H", "H", "H", "H", "H", "H", "H", "H", "H", "H", "H", "H", "H", "H", "C", "Si", "C", "C", "C", "C", "H", "H", "H", "H", "H", "H", "H", "H", "H"], "positions_angstrom": [[-1.086, -1.047, -2.952], [1.966, -0.693, 0.611], [1.764, -1.133, -0.647], [1.798, -2.531, -1.156], [0.418, -3.285, -1.101], [-0.369, -3.251, 0.182], [0.083, -3.172, 1.422], [1.511, -2.990, 1.864], [2.053, -1.535, 1.852], [-2.321, 0.059, -0.633], [1.921, 0.393, 0.826], [1.431, -0.412, -1.387], [2.541, -3.146, -0.629], [2.044, -2.482, -2.238], [-0.244, -2.911, -1.908], [0.661, -4.322, -1.370], [-1.450, -3.397, 0.028], [-0.643, -3.230, 2.272], [2.157, -3.672, 1.291], [1.546, -3.287, 2.923], [1.580, -0.974, 2.688], [3.124, -1.593, 2.068], [-2.552, 0.508, 0.366], [-2.424, -1.039, -0.492], [-3.129, 0.483, -1.285], [-1.194, -6.933, -2.061], [1.479, -6.001, -3.872], [-1.408, -7.718, -0.477], [-2.458, -7.911, -2.827], [2.910, -6.487, -2.848], [2.310, -6.184, -5.369], [0.189, -8.102, -2.520], [0.771, -7.745, -3.879], [-2.030, -7.156, 0.640], [-2.183, -8.145, 1.607], [-1.671, -9.370, 1.070], [-1.192, -9.069, -0.196], [-3.576, -7.334, -3.429], [-4.339, -8.342, -4.007], [-3.683, -9.595, -3.744], [-2.532, -9.291, -3.026], [3.583, -5.617, -1.994], [4.419, -6.340, -1.152], [4.323, -7.715, -1.529], [3.380, -7.781, -2.553], [3.377, -7.045, -5.662], [3.669, -6.926, -7.008], [2.693, -6.044, -7.590], [1.836, -5.640, -6.578], [-0.089, -9.152, -2.618], [0.930, -8.051, -1.706], [1.506, -8.505, -4.179], [0.005, -7.732, -4.674], [-2.274, -6.094, 0.637], [-2.613, -8.017, 2.597], [-1.642, -10.351, 1.523], [-0.664, -9.717, -0.879], [-3.688, -6.259, -3.391], [-5.247, -8.195, -4.561], [-4.006, -10.578, -4.042], [-1.767, -9.965, -2.679], [3.446, -4.552, -2.118], [4.986, -5.934, -0.329], [4.845, -8.563, -1.102], [3.041, -8.640, -3.097], [3.828, -7.640, -4.885], [4.486, -7.422, -7.504], [2.632, -5.749, -8.622], [0.947, -5.027, -6.570], [-0.877, 4.025, 1.222], [0.332, 2.960, 0.175], [0.863, 4.143, -1.224], [1.736, 3.294, 1.511], [-0.284, 1.368, -0.648], [-0.990, 0.405, -1.160], [-0.455, 5.038, 1.361], [-1.023, 3.613, 2.234], [-1.848, 4.144, 0.730], [0.697, 5.199, -0.955], [1.924, 4.028, -1.504], [0.224, 3.898, -2.083], [1.728, 2.616, 2.380], [2.757, 3.362, 1.096], [1.535, 4.301, 1.929]], "lowdin_spin": [1.2641, 0.0028, 0.0086, 0.0052, 0.0357, 0.0034, 0.0008, 0.0002, 0.0002, 0.0485, 0.0010, 0.0112, 0.0002, 0.0033, 0.0483, 0.0011, 0.0011, 0.0002, 0.0000, 0.0000, 0.0001, 0.0000, -0.0004, 0.0093, 0.0051, 0.0003, 0.0005, 0.0000, 0.0000, 0.0000, 0.0000, 0.0000, 0.0001, 0.0000, 0.0000, 0.0000, 0.0000, 0.0000, 0.0000, 0.0000, 0.0000, 0.0001, 0.0000, 0.0000, 0.0000, 0.0000, 0.0000, 0.0000, 0.0001, 0.0000, 0.0000, 0.0000, 0.0000, 0.0000, 0.0000, 0.0000, 0.0000, 0.0001, 0.0000, 0.0000, 0.0000, 0.0000, 0.0000, 0.0000, 0.0000, 0.0000, 0.0000, 0.0000, 0.0001, 0.0208, 0.0701, 0.0095, -0.0007, 0.4098, 0.0347, 0.0024, 0.0001, 0.0000, 0.0012, 0.0000, 0.0006, 0.0001, -0.0001, -0.0002], "homo_ev": [-6.293, -8.251], "multiplicity": 3, "energy_ev": -107348.848, "gap_ev": [5.563, 7.113], "lumo_energy_ha": [-0.02685, -0.04185], "s_squared": 2.06}